(1)
{
  "formula": "C42H28Cl5O2P2ReS",
  "method": "wB97M-V/def2-TZVPD",
  "species": ["Re", "O", "S", "C", "C", "C", "C", "C", "C", "P", "C", "C", "C", "C", "C", "C", "C", "C", "C", "C", "C", "C", "C", "C", "C", "C", "C", "C", "P", "C", "C", "C", "C", "C", "C", "C", "C", "C", "C", "C", "C", "H", "H", "H", "H", "H", "H", "H", "H", "H", "H", "H", "H", "H", "H", "H", "H", "H", "H", "H", "H", "H", "H", "H", "H", "H", "H", "H", "H", "O", "Cl", "C", "C", "C", "Cl", "C", "Cl", "C", "Cl", "C", "Cl"],
  "coordinates": [[0.090, 0.117, -0.061], [0.717, -2.637, 1.853], [1.324, -1.369, 1.438], [2.917, -1.775, 0.716], [3.774, -2.638, 1.388], [4.962, -3.022, 0.794], [5.280, -2.567, -0.479], [4.393, -1.761, -1.170], [3.191, -1.361, -0.584], [1.905, -0.520, -1.570], [2.884, 0.435, -2.753], [3.952, 1.205, -2.288], [4.712, 1.942, -3.174], [4.408, 1.921, -4.532], [3.352, 1.158, -4.997], [2.590, 0.408, -4.109], [1.074, -1.839, -2.488], [1.526, -3.156, -2.501], [0.817, -4.117, -3.203], [-0.330, -3.769, -3.899], [-0.783, -2.458, -3.893], [-0.088, -1.492, -3.185], [1.715, -0.473, 2.947], [2.341, -1.146, 3.991], [2.557, -0.496, 5.191], [2.125, 0.813, 5.363], [1.439, 1.454, 4.350], [1.218, 0.815, 3.130], [0.085, 1.541, 1.906], [0.525, 3.284, 1.771], [1.815, 3.731, 2.049], [2.150, 5.056, 1.823], [1.208, 5.931, 1.304], [-0.078, 5.489, 1.024], [-0.423, 4.169, 1.259], [-1.530, 1.525, 2.730], [-1.812, 2.499, 3.692], [-3.006, 2.461, 4.388], [-3.927, 1.453, 4.131], [-3.651, 0.486, 3.179], [-2.455, 0.516, 2.478], [3.502, -3.041, 2.350], [5.634, -3.688, 1.318], [6.208, -2.867, -0.946], [4.622, -1.454, -2.182], [4.185, 1.228, -1.229], [5.540, 2.536, -2.812], [5.002, 2.501, -5.226], [3.119, 1.136, -6.053], [1.773, -0.197, -4.480], [2.416, -3.439, -1.953], [1.161, -5.142, -3.204], [-0.880, -4.526, -4.443], [-1.684, -2.189, -4.428], [-0.453, -0.470, -3.164], [2.614, -2.183, 3.886], [3.046, -1.015, 6.003], [2.294, 1.318, 6.305], [1.054, 2.454, 4.507], [2.559, 3.046, 2.435], [3.150, 5.404, 2.045], [1.475, 6.963, 1.117], [-0.812, 6.173, 0.619], [-1.427, 3.825, 1.039], [-1.107, 3.297, 3.888], [-3.221, 3.219, 5.129], [-4.864, 1.428, 4.672], [-4.369, -0.297, 2.972], [-2.257, -0.245, 1.735], [-1.046, -1.120, 0.066], [-3.251, 0.420, -1.209], [-2.207, 1.743, -1.606], [-0.853, 1.691, -1.253], [-0.109, 2.814, -1.608], [1.565, 2.832, -1.141], [-0.621, 3.924, -2.259], [0.380, 5.270, -2.625], [-1.972, 3.935, -2.592], [-2.647, 5.300, -3.385], [-2.766, 2.839, -2.266], [-4.435, 2.856, -2.671]],
  "s2": 0.756,
  "de_lowest_kcal_mol": 0.00,
  "lumo_energy_ha": [-0.114, -0.138],
  "gap_ev": [7.232, 6.896],
  "charge": 1,
  "spin_multiplicity": 2
}

(2)
{
  "formula": "C5H14BClNPdTi",
  "method": "wB97M-V/def2-TZVPD",
  "species": ["Ti", "Cl", "C", "C", "H", "H", "H", "H", "H", "H", "Pd", "C", "C", "H", "H", "H", "H", "H", "B", "C", "N", "H", "H", "H"],
  "coordinates": [[0.018, 0.656, -2.128], [0.593, -0.852, -0.733], [1.734, 1.608, -2.420], [-0.960, -0.495, -3.421], [1.742, 2.002, -3.444], [1.844, 2.449, -1.721], [2.589, 0.931, -2.297], [-0.892, -0.035, -4.415], [-2.021, -0.588, -3.150], [-0.519, -1.500, -3.469], [-0.586, 0.464, 0.646], [-2.074, -0.491, 1.673], [-1.188, 1.534, -0.941], [-3.034, -0.072, 1.333], [-2.056, -1.581, 1.495], [-1.930, -0.285, 2.748], [-2.219, 1.456, -1.254], [-0.824, 2.542, -0.745], [1.893, -1.495, 4.085], [1.100, -0.887, 2.938], [0.482, -0.401, 2.050], [1.391, -1.180, 5.131], [3.023, -1.092, 4.052], [1.892, -2.691, 3.987]],
  "s2": 3.760,
  "de_lowest_kcal_mol": 9.85,
  "lumo_energy_ha": [0.187, 0.184],
  "gap_ev": [3.633, 5.904],
  "charge": -2,
  "spin_multiplicity": 4
}

(3)
{
  "formula": "C6H8ClO3",
  "method": "wB97M-V/def2-TZVPD",
  "species": ["C", "C", "C", "C", "C", "C", "O", "O", "O", "Cl", "H", "H", "H", "H", "H", "H", "H", "H"],
  "coordinates": [[-1.133, 1.747, 1.539], [-1.828, 0.992, 0.720], [-2.960, 0.880, -0.079], [0.678, -0.206, -0.859], [-0.022, -1.247, 0.023], [-1.323, -1.511, -0.516], [-4.115, 0.605, 0.201], [-2.614, 1.211, -1.518], [-1.790, -1.695, -1.637], [-2.240, -2.426, 0.775], [-0.122, 1.439, 1.850], [-1.401, 2.755, 1.870], [0.876, -0.698, -1.915], [-0.094, 0.628, -0.993], [1.549, 0.267, -0.303], [0.555, -2.186, -0.062], [-0.035, -1.117, 1.098], [-2.314, 0.331, -1.860]],
  "de_lowest_kcal_mol": 11.78,
  "lumo_energy_ha": 0.125,
  "gap_ev": 6.657,
  "charge": -1
}

(4)
{
  "formula": "C6H15N2",
  "method": "wB97M-V/def2-TZVPD",
  "species": ["C", "N", "C", "C", "C", "C", "C", "N", "H", "H", "H", "H", "H", "H", "H", "H", "H", "H", "H", "H", "H", "H", "H"],
  "coordinates": [[-1.772, 0.424, 1.263], [-1.278, 0.292, -0.171], [-0.483, -0.849, -0.677], [0.956, -0.512, -0.747], [1.845, -1.417, -1.538], [1.843, -2.706, -1.344], [-1.013, 1.792, 1.830], [0.123, 2.320, 0.938], [-2.945, 0.503, 1.112], [-1.380, -0.360, 1.957], [-2.038, 0.361, -0.753], [-0.642, -1.734, -0.128], [-0.840, -1.054, -1.754], [1.050, 0.525, -1.286], [1.394, -0.387, 0.293], [2.813, -1.052, -1.975], [2.651, -3.368, -1.599], [1.092, -3.186, -0.844], [-0.472, 1.373, 2.748], [-1.924, 2.427, 2.031], [0.416, 3.337, 1.137], [-0.250, 2.315, -0.015], [0.904, 1.622, 0.988]],
  "s2": 0.753,
  "de_lowest_kcal_mol": 105.85,
  "lumo_energy_ha": [-0.295, -0.465],
  "gap_ev": [9.450, 4.548],
  "charge": 2,
  "spin_multiplicity": 2
}

(5)
{
  "formula": "C11H30IOP2SiSn",
  "method": "wB97M-V/def2-TZVPD",
  "species": ["C", "I", "H", "H", "H", "Sn", "P", "C", "C", "H", "H", "H", "H", "H", "H", "C", "H", "H", "H", "P", "C", "C", "H", "H", "H", "C", "H", "H", "H", "H", "H", "H", "C", "O", "C", "Si", "C", "C", "H", "H", "H", "H", "H", "H", "H", "H", "H"],
  "coordinates": [[0.359, 0.470, -3.185], [-2.618, -2.733, -3.128], [1.388, 0.457, -2.811], [-0.076, 1.477, -3.101], [0.434, 0.183, -4.259], [-0.844, -0.958, -2.131], [0.521, 2.544, -0.688], [-0.807, 3.806, -0.972], [1.326, 3.237, 0.814], [1.367, 4.338, 0.749], [1.808, 4.204, -1.975], [2.341, 2.812, 0.862], [2.715, 2.658, -1.708], [-1.476, 3.828, -0.097], [0.754, 2.928, 1.700], [1.742, 3.106, -1.959], [-0.345, 4.792, -1.147], [1.440, 2.737, -2.947], [-1.384, 3.497, -1.858], [0.614, -2.553, -0.152], [-0.668, -3.875, -0.201], [1.834, -3.362, -1.277], [2.459, -2.668, 1.440], [1.484, -4.169, 1.456], [0.883, -2.707, 2.299], [1.434, -3.070, 1.422], [2.815, -2.880, -1.132], [1.908, -4.432, -1.016], [-0.155, -4.848, -0.144], [-1.250, -3.805, -1.142], [1.521, -3.255, -2.325], [-1.343, -3.765, 0.659], [-2.719, 0.070, -0.802], [-3.860, 0.075, -0.641], [-1.903, -1.393, 2.178], [-0.955, 0.107, 1.545], [-1.927, 1.642, 2.030], [0.732, 0.168, 2.401], [-2.687, -1.708, 1.484], [-2.406, -1.109, 3.112], [-1.281, -2.264, 2.400], [-2.392, 1.465, 3.009], [-1.316, 2.544, 2.122], [-2.740, 1.860, 1.333], [0.594, 0.243, 3.485], [1.342, -0.718, 2.208], [1.338, 1.021, 2.088]],
  "lumo_energy_ha": [-0.472, -0.472],
  "gap_ev": [5.279, 5.280],
  "charge": 3
}

(6)
{
  "formula": "C2H4O3P",
  "method": "wB97M-V/def2-TZVPD",
  "species": ["C", "C", "O", "O", "O", "P", "H", "H", "H", "H"],
  "coordinates": [[-0.269, -0.038, 1.091], [-1.043, -1.061, 0.422], [1.213, -0.594, -1.155], [0.268, 1.417, -0.949], [2.239, 1.251, 0.398], [1.057, 0.503, -0.142], [-2.077, -0.871, 0.573], [-0.777, -1.872, 1.086], [-0.749, -1.100, -0.706], [0.140, 2.365, -0.619]],
  "de_lowest_kcal_mol": 91.25,
  "lumo_energy_ha": [0.142, 0.143],
  "gap_ev": [7.708, 7.714],
  "charge": -1
}